(1)
300
Properties=species:S:1:pos:R:3 method="wB97M-V/def2-TZVPD" lumo_energy_ev=0.2 total_energy_ev=-142042.8312 charge=0 homo_lumo_gap_ev=9.093
C 6.62037 -2.65903 0.44089
C 8.15583 -2.84469 0.29249
O 8.53177 -1.81675 -0.62115
H 6.19467 -1.76358 0.89373
H 6.31298 -3.47066 1.10032
H 6.31743 -2.82562 -0.59283
H 8.34089 -3.88112 0.01024
H 8.75062 -2.73127 1.19883
H 9.45885 -1.98671 -0.80347
C -4.20280 -3.76010 -0.77774
C -3.15395 -3.01981 0.00886
O -3.17094 -1.72029 -0.57680
H -4.23513 -4.76873 -0.36580
H -3.86444 -3.70458 -1.81241
H -5.16602 -3.26675 -0.64776
H -2.16831 -3.48102 0.07145
H -3.61691 -2.96862 0.99432
H -2.37888 -1.22601 -0.35338
C 2.75850 3.92553 -0.15007
C 1.60129 4.69673 -0.81203
O 0.50166 4.79245 0.07186
H 3.06871 4.25556 0.84137
H 3.52258 3.91961 -0.92740
H 2.27411 2.98368 0.10760
H 1.38501 4.25709 -1.78571
H 1.87726 5.74187 -0.95214
H -0.16761 4.10574 0.02608
C 7.35261 0.89180 -2.61426
C 6.99827 1.20671 -1.16779
O 5.98676 0.29035 -0.68064
H 6.46076 0.52526 -3.12255
H 8.22086 0.27902 -2.85664
H 7.58591 1.82661 -3.12398
H 6.58501 2.20214 -1.00518
H 7.88167 1.13028 -0.53386
H 6.33105 -0.58265 -0.47830
C 6.23354 -6.18922 0.57729
O 4.95879 -5.53948 0.70939
C 3.78884 -6.37240 1.03064
C 2.51761 -5.60704 1.30717
N 1.47138 -6.45508 1.75173
C 0.18864 -5.79330 1.88675
C -1.06009 -6.53879 2.53683
O -1.43212 -7.53442 1.63398
C -2.79410 -7.63405 1.39527
H 6.25825 -6.96300 -0.19001
H 6.58058 -6.64997 1.50216
H 6.97289 -5.49468 0.17843
H 4.15122 -6.94003 1.88771
H 3.45239 -7.11961 0.31190
H 2.39362 -5.12013 0.33988
H 2.67040 -4.84355 2.06996
H 1.37721 -7.32473 1.24680
H -0.29452 -5.47892 0.96165
H 0.34821 -4.91650 2.51433
H -1.85645 -5.79848 2.46026
H -0.85073 -6.83989 3.56328
H -3.36969 -7.77724 2.30976
H -3.03472 -8.37864 0.63647
H -3.22329 -6.66883 1.12646
C 8.89121 8.32147 6.21687
O 7.85790 7.49702 5.69714
C 8.45197 6.36655 4.97141
C 7.40420 5.36691 4.45734
N 6.87413 5.75228 3.14524
C 5.56318 5.03457 3.00137
C 5.70878 3.51565 2.99477
O 4.52060 2.99047 2.61880
C 4.62522 1.64299 2.37639
H 9.56079 7.83395 6.92545
H 8.52462 9.19882 6.74979
H 9.51714 8.68853 5.40350
H 9.02453 5.81291 5.71556
H 9.15141 6.84210 4.28385
H 6.70492 5.18797 5.27410
H 7.80112 4.38018 4.21879
H 6.69997 6.74519 3.20754
H 5.11943 5.20147 2.01986
H 4.81147 5.29940 3.74493
H 6.11939 3.19997 3.95386
H 6.37081 3.33332 2.14827
H 5.30011 1.44130 1.54455
H 3.61481 1.31961 2.12622
H 4.89883 1.01346 3.22310
C -1.80621 3.07297 -2.00008
O -1.07911 2.44023 -1.00209
C -1.89413 1.75165 -0.07472
C -1.03431 0.75744 0.73350
N -0.72179 -0.43272 -0.03821
C 0.29443 -1.18542 0.69260
C 0.97358 -2.34530 -0.10281
O 1.53948 -1.68861 -1.21940
C 2.82171 -2.27478 -1.64498
H -2.20718 2.27177 -2.62088
H -1.16165 3.62666 -2.68279
H -2.53084 3.78775 -1.61009
H -2.73057 1.27458 -0.58548
H -2.37142 2.46132 0.60104
H -1.59021 0.53341 1.64393
H -0.11494 1.30582 0.93874
H -0.30707 -0.06639 -0.88314
H 0.05297 -1.53096 1.69778
H 1.15405 -0.52383 0.79960
H 0.16283 -3.04418 -0.30859
H 1.85766 -2.75762 0.38348
H 3.61294 -1.94503 -0.97168
H 3.02525 -1.74718 -2.57681
H 2.88807 -3.34835 -1.82151
C 2.06740 -10.10721 -6.52520
O 1.39522 -8.95339 -6.85879
C 2.22027 -7.95729 -7.44761
C 1.45329 -6.64552 -7.63947
N 2.28881 -5.42879 -7.54537
C 1.62432 -4.17686 -7.70854
C 2.57283 -2.97049 -7.84468
O 3.16410 -2.99438 -9.13070
C 4.47627 -2.53180 -8.91874
H 2.39758 -10.54840 -7.46565
H 1.39135 -10.76534 -5.97937
H 2.90829 -10.00644 -5.83902
H 2.59297 -8.28460 -8.41821
H 3.11457 -7.81644 -6.84059
H 0.70397 -6.62318 -6.84821
H 1.02518 -6.75137 -8.63627
H 2.91985 -5.36438 -8.33133
H 1.01280 -4.14166 -6.80694
H 0.82617 -4.25796 -8.44644
H 3.23741 -2.99412 -6.98105
H 1.92600 -2.12942 -7.59505
H 5.07125 -3.29871 -8.42280
H 4.58828 -1.52669 -8.51213
H 4.92209 -2.37236 -9.90053
C -6.10544 -0.17496 1.56216
O -7.19535 0.00484 2.50203
C -8.45224 -0.47948 2.04097
C -9.42965 -0.46541 3.21128
N -9.20448 0.64379 4.19060
C -9.25628 0.09864 5.56873
C -7.87063 -0.01758 6.21495
O -7.97977 -0.45190 7.56836
C -6.82251 -0.35143 8.40607
H -6.04723 -1.18983 1.16876
H -5.16832 0.16329 2.00430
H -6.44570 0.46259 0.74617
H -8.30863 -1.54244 1.84713
H -8.90993 0.06602 1.21571
H -9.19002 -1.39323 3.73075
H -10.44578 -0.76290 2.95231
H -8.23505 0.88656 4.04444
H -9.75744 -0.86930 5.56360
H -9.94866 0.79094 6.04772
H -7.45162 0.98672 6.15230
H -7.32602 -0.70481 5.56748
H -6.09192 -1.06215 8.01979
H -7.13966 -0.74693 9.37100
H -6.35603 0.61826 8.57991
C -3.61804 12.68863 -2.28879
O -3.39564 11.38098 -2.88078
C -3.38155 10.42972 -1.83668
C -2.76684 9.12321 -2.43270
N -2.56696 8.11043 -1.40323
C -2.31585 6.82423 -2.11787
C -3.55161 6.21593 -2.82601
O -4.61287 5.97835 -1.96420
C -5.59599 5.10113 -2.46405
H -4.22270 13.32519 -2.93474
H -2.68460 13.12353 -1.93151
H -4.29794 12.46681 -1.46621
H -4.34507 10.14216 -1.41593
H -2.84019 10.81595 -0.97304
H -1.76766 9.40550 -2.76444
H -3.43639 8.87393 -3.25591
H -3.36434 7.85171 -0.83990
H -1.96206 6.10174 -1.38237
H -1.52070 6.91026 -2.85843
H -3.20525 5.29026 -3.28564
H -3.82475 6.87148 -3.65290
H -5.99343 5.55299 -3.37288
H -6.45384 4.97367 -1.80379
H -5.18462 4.10424 -2.62241
C -0.25280 1.47337 6.66839
C -1.23177 0.58147 5.98161
C -1.28031 0.92875 4.47844
O -0.79816 -0.79955 6.05454
H -0.28972 1.36833 7.75268
H -0.33001 2.52406 6.38876
H 0.72849 1.13244 6.33833
H -2.16535 0.75213 6.51770
H -1.94630 0.20751 4.00477
H -0.34397 0.97473 3.92234
H -1.69759 1.91823 4.29158
H -1.42647 -1.21137 6.65223
C -1.30241 -0.26395 -3.81281
C -0.12320 -1.00886 -4.41590
C 0.99698 -0.01337 -4.52747
O 0.26756 -2.09304 -3.64757
H -1.22102 0.81601 -3.93593
H -1.51755 -0.55806 -2.78554
H -2.20114 -0.51972 -4.37402
H -0.26123 -1.33623 -5.44638
H 1.30593 0.46494 -3.59803
H 0.90417 0.80610 -5.24018
H 1.90842 -0.48353 -4.89670
H 0.48512 -1.75474 -2.77589
C 2.12364 -2.60312 3.92865
C 2.14921 -2.37135 5.40040
C 3.43228 -2.91717 6.00169
O 2.13961 -1.03664 5.77310
H 2.69643 -3.52305 3.81137
H 2.72716 -1.86961 3.39401
H 1.15402 -2.70971 3.44227
H 1.33312 -2.83633 5.95348
H 4.27322 -2.29096 5.70373
H 3.68879 -3.95250 5.77714
H 3.41724 -2.84146 7.08896
H 1.22543 -0.76077 5.87192
C -4.35953 5.59474 2.48336
C -5.43975 4.72088 3.11645
C -5.62156 3.34777 2.55349
O -5.21963 4.59588 4.44214
H -4.30816 6.60644 2.88577
H -4.58871 5.75034 1.42916
H -3.38174 5.11403 2.51409
H -6.35106 5.29975 2.96645
H -5.72954 3.28581 1.47062
H -6.37085 2.84296 3.16328
H -4.73310 2.74177 2.73097
H -5.96825 4.32781 4.98002
C 5.92552 -3.30584 -3.40081
C 6.59460 -3.55310 -4.72478
C 8.12811 -3.27122 -4.83833
O 6.33421 -4.96026 -5.04368
H 6.01721 -2.32204 -2.94055
H 6.21988 -4.01087 -2.62338
H 4.86395 -3.55252 -3.38317
H 6.02843 -2.88890 -5.37777
H 8.34929 -3.05502 -5.88353
H 8.71709 -3.98496 -4.26234
H 8.33748 -2.38597 -4.23783
H 5.42125 -5.09191 -5.30971
C -2.44382 -2.56045 3.44565
C -3.42122 -3.42907 4.34274
C -4.44301 -2.53480 5.04650
O -4.15910 -4.37527 3.62644
H -1.59384 -2.06020 3.90976
H -2.97371 -1.84258 2.81957
H -2.01937 -3.20287 2.67413
H -2.85068 -3.95238 5.11002
H -4.83306 -1.70471 4.45751
H -3.92802 -1.98964 5.83750
H -5.27923 -3.08279 5.48072
H -4.54364 -4.97754 4.26753
C -5.98208 0.19887 -4.14262
C -5.64079 -0.50549 -2.81667
C -6.65207 -1.36528 -2.13978
O -4.53893 -1.33360 -3.09745
H -5.15554 0.79894 -4.52322
H -6.67663 1.03469 -4.05841
H -6.48670 -0.36263 -4.92887
H -5.30063 0.20808 -2.06620
H -6.76659 -2.34576 -2.60198
H -7.62884 -0.89698 -2.26105
H -6.35813 -1.44779 -1.09341
H -4.00622 -1.30346 -2.29938
C -1.58832 5.91181 7.38134
C -2.69382 6.35760 6.43176
C -2.27903 6.45845 4.89408
O -3.76572 5.43363 6.40459
H -1.95026 5.75947 8.39815
H -0.87489 6.72238 7.52995
H -1.01574 5.01021 7.16371
H -3.06583 7.35243 6.67673
H -2.28638 5.50125 4.37271
H -1.29046 6.91425 4.94962
H -2.86636 7.23582 4.40536
H -4.06250 5.24562 5.51118
C -1.39829 4.62356 -5.83962
C -2.13102 3.25233 -6.30876
C -3.22747 2.80722 -5.42415
O -2.49896 3.50931 -7.65844
H -0.54400 4.81841 -6.48795
H -1.06773 4.46779 -4.81271
H -1.97272 5.54709 -5.76737
H -1.32786 2.52217 -6.20934
H -3.94839 3.57143 -5.13369
H -2.72970 2.39483 -4.54652
H -3.81250 2.07315 -5.97821
H -1.74079 3.40437 -8.23790
C 3.62126 -7.74237 -3.63089
C 2.71462 -6.71794 -4.28899
C 1.70310 -6.05563 -3.36619
O 3.52204 -5.69588 -4.89413
H 3.08848 -8.18546 -2.78952
H 4.56433 -7.31949 -3.28460
H 3.87032 -8.59266 -4.26577
H 2.12612 -7.19790 -5.07091
H 1.09335 -5.25466 -3.78425
H 2.02926 -5.65429 -2.40669
H 0.90464 -6.77026 -3.16653
H 2.94867 -5.19213 -5.47645

=====

(2)
88
Properties=species:S:1:pos:R:3 method="wB97M-V/def2-TZVPD" lumo_energy_ev=-8.5 total_energy_ev=-72162.2740 de_lowest_ev=0.477 charge=+3 homo_lumo_gap_ev=4.865
Y 0.88136 -1.23912 -1.81333
C 0.69509 -3.75850 -3.96942
C 1.94517 -3.09920 -4.51095
N 2.08241 -1.70983 -4.00250
C 3.48979 -1.24867 -3.96801
C 4.32959 -2.03148 -2.96143
S 3.44549 -2.47547 -1.43644
C 2.99433 -4.23821 -1.69272
C 1.50849 -4.60960 -1.77798
N 0.61216 -3.65287 -2.48424
H 0.66936 -4.80776 -4.27279
H -0.18826 -3.27184 -4.37731
H 1.91441 -3.10577 -5.60195
H 2.83546 -3.65417 -4.23264
H 1.58577 -1.10148 -4.64652
H 3.48752 -0.18669 -3.71089
H 3.95619 -1.33148 -4.95316
H 5.18212 -1.43126 -2.64663
H 4.74216 -2.95138 -3.37298
H 3.42923 -4.78030 -0.85331
H 3.54818 -4.56063 -2.57076
H 1.09615 -4.73764 -0.78198
H 1.44599 -5.59184 -2.25465
H -0.33328 -3.94267 -2.23912
C -1.21055 5.04521 10.67179
O -0.70760 3.73097 10.41248
C -0.57785 3.34204 9.13649
C -0.90138 4.13696 8.03555
C -0.72329 3.62784 6.76038
C -0.22998 2.34353 6.55933
C 0.08470 1.55654 7.67517
C -0.08528 2.04728 8.94480
C -0.03390 1.78642 5.23403
N 0.26014 0.52120 4.96402
C 0.34687 0.46334 3.61403
C 0.11149 1.68311 3.02302
N -0.13015 2.52882 4.07902
C 0.18654 1.87863 1.62222
C 0.02760 3.11614 0.96919
C 0.16500 3.19553 -0.39075
C 0.44660 2.03213 -1.10548
N 0.58726 0.84255 -0.53015
C 0.47123 0.74794 0.82213
C 0.69516 -0.54586 1.42930
N 0.99192 -1.61058 0.62224
C 1.31285 -2.76162 1.20359
C 1.31608 -2.96997 2.58083
C 0.97080 -1.92498 3.39604
C 0.66286 -0.68109 2.82161
H -1.22921 5.14491 11.75090
H -2.22110 5.15437 10.27651
H -0.55028 5.80113 10.24544
H -1.29250 5.13339 8.16552
H -1.00252 4.26112 5.92449
H 0.46768 0.55594 7.52724
H 0.15464 1.45311 9.81597
H -0.30762 3.51818 4.05033
H -0.18951 4.00827 1.54332
H 0.06973 4.13671 -0.91389
H 0.56751 2.07343 -2.17994
H 1.58411 -3.57679 0.55328
H 1.58558 -3.93843 2.97756
H 0.94623 -2.01973 4.47478
C -4.64567 1.10612 -2.34409
C -3.37939 1.73216 -2.85375
O -2.61466 0.73518 -3.64596
P -1.48605 -0.16170 -3.05855
O -1.61437 -1.57396 -3.81796
C -2.92634 -2.22996 -4.03880
C -3.44151 -1.92894 -5.41959
O -0.07008 0.30160 -3.74455
C 0.00603 0.94231 -5.08515
C 0.10491 2.43470 -4.94200
H -5.22755 1.85892 -1.81072
H -4.43949 0.29001 -1.64886
H -5.25479 0.73349 -3.16709
H -2.73412 2.09291 -2.05104
H -3.55791 2.54370 -3.55200
H -3.60977 -1.91212 -3.25013
H -2.72820 -3.29241 -3.90894
H -3.62479 -0.86484 -5.55988
H -4.38543 -2.45891 -5.56080
H -2.74562 -2.27784 -6.18289
H -0.87514 0.62884 -5.64228
H 0.88640 0.52440 -5.57327
H -0.77781 2.84449 -4.44927
H 0.16844 2.88408 -5.93405
H 0.99818 2.72802 -4.38902